Record 1
# C18H13MoN3O2S3SbTe

C18H13MoN3O2S3SbTe as an isolated structure (wB97M-V/def2-TZVPD, OMol25).

```
42
Properties=species:S:1:pos:R:3:lowdin_charge:R:1
Mo 0.04 0.35 -0.58 0.69
O -3.90 0.20 1.11 0.12
C -2.82 0.45 0.62 -0.45
N -1.93 -0.40 0.02 -0.08
C -2.21 -1.74 -0.13 -0.45
O -3.24 -2.32 0.13 0.12
C -1.04 -2.49 -0.71 -0.19
C -1.13 -3.86 -0.92 0.03
C -0.04 -4.52 -1.45 -0.02
C 1.11 -3.80 -1.76 -0.02
C 1.13 -2.43 -1.52 -0.15
N 0.07 -1.80 -1.00 -0.09
C -2.29 1.86 0.66 -0.19
C -3.08 2.88 1.18 0.03
C -2.58 4.17 1.18 -0.03
C -1.32 4.41 0.65 -0.03
C -0.59 3.34 0.15 -0.12
N -1.08 2.10 0.16 -0.09
H -2.05 -4.35 -0.66 0.13
H -0.07 -5.59 -1.63 0.12
H 1.99 -4.27 -2.16 0.12
H 2.00 -1.84 -1.71 0.04
H -4.05 2.62 1.57 0.13
H -3.17 4.99 1.57 0.12
H -0.90 5.40 0.62 0.11
H 0.39 3.47 -0.28 0.09
S 4.01 -1.59 0.24 -0.24
Sb 3.18 0.41 0.78 0.33
S 0.82 -0.07 1.51 -0.04
S 1.97 1.14 -1.38 0.01
Te -1.20 0.71 -2.98 0.87
C 0.40 1.27 -4.24 -0.72
C 1.18 0.30 -4.87 -0.18
C 2.27 0.68 -5.65 -0.09
C 2.58 2.02 -5.81 -0.09
C 1.80 2.98 -5.20 -0.09
C 0.72 2.61 -4.42 -0.19
H 0.94 -0.75 -4.75 0.09
H 2.87 -0.08 -6.13 0.10
H 3.43 2.31 -6.42 0.10
H 2.03 4.03 -5.32 0.10
H 0.11 3.37 -3.94 0.09
```

Summary:
2S+1   2
Lowest unoccupied orbital energy (spin up / spin down)   -2.37 / -1.86 eV
<S²>   0.7821
Energy relative to the best compared isomer or geometry (same formula, charge and spin)   58.8 kJ/mol
F_max   0.87 eV Å⁻¹
Orbital gap (spin up / spin down)   5.139 / 6.086 eV
Total energy   -75637.3543 eV



Record 2
# C18H13N3O2

One molecule with the formula C18H13N3O2 at a distorted geometry (wB97M-V/def2-TZVPD, OMol25).

```
36
Properties=species:S:1:pos:R:3:lowdin_charge:R:1
O -0.19 -4.12 2.14 0.06
C -0.17 -2.97 1.71 -0.46
C -1.13 -2.66 0.65 0.04
C -1.19 -1.29 0.12 0.09
C 0.02 -0.35 0.18 -0.29
C 1.12 -0.92 -0.74 -0.03
C 0.89 -0.57 -2.19 -0.33
O 0.66 -1.52 -2.98 0.06
C 0.54 0.85 -2.59 -0.08
C -0.65 1.21 -1.71 -0.13
N -0.21 1.03 -0.35 -0.01
C 0.07 2.15 0.47 -0.12
C -0.11 3.53 0.10 -0.08
N 0.16 4.56 0.87 0.05
C 1.04 4.39 1.82 -0.10
C 1.36 3.09 2.30 -0.15
N 2.30 3.02 3.34 0.11
C 2.67 1.83 3.70 -0.14
C 2.07 0.70 3.13 0.01
C 1.19 0.71 2.06 -0.13
C 0.80 1.95 1.57 -0.07
C 0.62 -0.54 1.60 -0.02
C 0.49 -1.81 2.34 0.10
H -1.80 -3.51 0.36 0.13
H -2.02 -1.09 -0.47 0.08
H 1.22 -1.99 -0.68 0.13
H 2.04 -0.41 -0.53 0.14
H 0.32 0.81 -3.62 0.11
H 1.38 1.53 -2.50 0.13
H -0.91 2.25 -1.99 0.13
H -1.46 0.54 -1.95 0.12
H -0.61 3.96 -0.76 0.11
H 1.60 5.29 2.30 0.14
H 3.50 1.72 4.41 0.12
H 2.52 -0.24 3.55 0.13
H 0.89 -2.08 3.40 0.15
```

Summary:
Lowest unoccupied orbital energy   -1.61 eV
Energy relative to the best compared isomer or geometry (same formula, charge and spin)   0.0 kJ/mol
F_max   5.63 eV Å⁻¹
Orbital gap   6.700 eV
Total energy   -27438.2074 eV
SMILES string   O=C1C=C[C@@]23CC(=O)CCN2c2cncc4nccc(c24)C3=C1



Record 3
# C18H13N3O2S

One molecule with the formula C18H13N3O2S at a distorted geometry (wB97M-V/def2-TZVPD, OMol25).

```
37
Properties=species:S:1:pos:R:3:lowdin_charge:R:1
O -4.22 2.25 1.00 0.07
C -3.22 2.81 0.61 -0.34
C -2.02 1.77 0.43 -0.52
S -2.34 0.19 0.65 1.07
C -0.84 -0.63 0.35 -0.80
N 0.00 0.00 -0.08 0.10
N 1.11 -1.01 -0.09 0.16
C 0.56 -2.16 -0.06 -0.21
C 1.19 -3.55 0.15 -0.13
C 0.48 -4.68 0.34 0.02
N 1.49 -5.69 0.29 0.08
C 2.47 -5.21 -0.44 -0.19
C 3.81 -5.67 -0.51 0.05
C 5.08 -4.81 -0.92 0.00
C 4.65 -3.59 -0.95 -0.28
C 3.71 -2.94 -0.61 -0.11
C 2.55 -3.64 -0.28 -0.02
O -0.83 -1.97 0.21 0.07
C -3.11 4.22 0.44 -0.19
C -4.06 5.03 0.59 -0.01
C -3.84 6.44 0.29 -0.02
C -2.59 6.90 0.16 -0.08
C -1.41 6.08 0.06 0.02
C -1.75 4.66 -0.03 0.07
H -1.15 2.01 0.93 0.05
H -1.48 1.85 -0.55 0.10
H -0.64 -4.88 0.64 0.18
H 1.33 -6.59 0.25 0.09
H 4.09 -6.75 -0.49 0.09
H 5.86 -5.37 -1.05 0.03
H 5.68 -2.97 -1.38 0.18
H 3.39 -1.89 -0.80 0.14
H -4.89 4.62 0.74 0.06
H -4.83 6.82 0.55 0.12
H -2.73 7.80 0.08 0.02
H -0.64 6.56 -0.35 0.05
H -0.86 4.01 -0.16 0.11
```

Summary:
Lowest unoccupied orbital energy   0.09 eV
Energy relative to the best compared isomer or geometry (same formula, charge and spin)   0.0 kJ/mol
F_max   18.42 eV Å⁻¹
Orbital gap   8.451 eV
Total energy   -38264.1870 eV
SMILES string   O=C(CSc1nnc(-c2c[nH]c3ccccc23)o1)c1ccccc1